Below is a cluster of 2 separate species, C4H10S in total, with properties calculated with wB97M-V/def2-TZVPD.

Calculated values
Energy relative to the best compared isomer or geometry (same formula, charge and spin) ... 197.6 kJ/mol

```
! RIJCOSX wB97M-V def2-TZVPD def2/J DEFGRID3
* xyz 0 1
C 1.49 2.30 0.98
C 1.21 2.70 -0.28
H 2.33 1.63 1.14
H 0.57 2.21 1.63
H 1.87 2.35 -1.07
H 0.33 3.21 -0.40
C -2.30 -1.05 -0.55
C -1.02 -0.65 0.19
S 0.50 -1.43 -0.23
H -2.56 -0.51 -1.47
H -2.29 -2.10 -0.84
H -3.16 -1.06 0.23
H -1.24 -0.94 1.25
H -0.75 0.38 0.28
H 0.50 -2.14 0.85
*
```

Below is a cluster of 2 separate species, C5H16N4 in total, with properties calculated with wB97M-V/def2-TZVPD.

Calculated values
Energy relative to the best compared isomer or geometry (same formula, charge and spin) ... 574.9 kJ/mol

```
! RIJCOSX wB97M-V def2-TZVPD def2/J DEFGRID3
* xyz 0 1
C -0.49 -1.11 -1.79
C -1.92 -0.87 -1.35
N 0.73 -1.28 -0.59
N 1.96 -0.67 -0.97
H 0.77 -2.10 0.01
H 1.72 0.29 -1.24
H 2.27 -1.09 -1.85
H -0.17 -0.40 -2.54
H -0.38 -2.13 -2.18
H -2.15 -1.40 -0.43
H -2.61 -1.28 -2.10
H -2.13 0.20 -1.29
C -1.10 1.91 1.36
C -0.04 1.07 0.71
N 1.15 1.79 0.41
N 1.15 -0.72 1.97
C 0.10 -0.29 1.09
H 2.09 1.60 0.77
H 1.00 2.59 -0.19
H 1.99 -0.16 1.86
H 1.04 -1.64 2.35
H -0.84 -0.75 1.41
H -1.97 1.32 1.68
H -0.72 2.44 2.25
H -1.45 2.68 0.67
*
```

Below is a structure of composition C38H31F3O3P2SSiZr, with properties calculated with wB97M-V/def2-TZVPD.

```
! RIJCOSX wB97M-V def2-TZVPD def2/J DEFGRID3
* xyz 2 1
Zr 0.31 -0.93 0.55
C 0.98 1.95 2.99
Si 0.18 1.69 1.32
C 1.19 2.59 -0.02
C 0.90 3.87 -0.48
C 1.76 4.52 -1.36
C 2.93 3.90 -1.79
C 3.24 2.62 -1.36
C 2.36 1.98 -0.49
P 2.59 0.28 0.05
C 2.10 -0.83 -1.31
C 0.92 -0.50 -2.01
C 0.27 -1.45 -2.80
C 0.81 -2.73 -2.91
C 1.96 -3.07 -2.22
C 2.59 -2.14 -1.40
C 4.23 -0.13 0.61
C 4.45 -0.27 1.98
C 5.73 -0.52 2.45
C 6.78 -0.63 1.55
C 6.56 -0.49 0.18
C 5.29 -0.24 -0.29
C -1.56 2.38 1.25
C -1.90 3.62 1.81
C -3.16 4.16 1.60
C -4.10 3.48 0.82
C -3.78 2.25 0.28
C -2.52 1.71 0.51
P -2.15 0.03 -0.06
C -3.15 -1.08 0.96
C -3.74 -0.62 2.14
C -4.41 -1.51 2.97
C -4.51 -2.85 2.62
C -3.92 -3.31 1.45
C -3.24 -2.43 0.63
C -2.68 -0.01 -1.79
C -3.54 -0.95 -2.34
C -3.83 -0.91 -3.70
C -3.27 0.07 -4.50
C -2.43 1.03 -3.95
C -2.14 0.99 -2.60
H 0.89 2.99 3.28
H 2.05 1.71 2.97
H 0.50 1.34 3.76
H 0.00 4.38 -0.15
H 1.53 5.52 -1.70
H 3.60 4.42 -2.47
H 4.14 2.14 -1.71
H 0.54 0.52 -1.98
H -0.62 -1.18 -3.34
H 0.32 -3.47 -3.53
H 2.38 -4.06 -2.31
H 3.46 -2.42 -0.82
H 3.63 -0.20 2.68
H 5.91 -0.63 3.51
H 7.78 -0.82 1.91
H 7.39 -0.58 -0.51
H 5.12 -0.14 -1.36
H -1.19 4.17 2.41
H -3.42 5.11 2.03
H -5.08 3.91 0.66
H -4.52 1.71 -0.31
H -3.67 0.42 2.42
H -4.87 -1.15 3.88
H -5.04 -3.53 3.27
H -4.00 -4.36 1.18
H -2.78 -2.81 -0.28
H -4.01 -1.71 -1.72
H -4.51 -1.64 -4.12
H -3.51 0.10 -5.56
H -2.02 1.82 -4.57
H -1.51 1.77 -2.16
F -0.37 -3.47 0.11
C 0.05 -4.25 1.17
F 0.91 -5.12 0.71
F -0.99 -4.84 1.69
S 0.87 -3.06 2.32
O 1.90 -2.48 1.44
O 1.21 -3.68 3.53
O -0.19 -1.97 2.35
*
```

Below is the molecule C4H8N2O, with properties calculated with wB97M-V/def2-TZVPD.

Calculated values
Energy relative to the best compared isomer or geometry (same formula, charge and spin) ... 511.4 kJ/mol

```
! RIJCOSX wB97M-V def2-TZVPD def2/J DEFGRID3
* xyz 0 1
C -1.45 0.87 -0.53
C 0.57 0.12 0.71
C 0.73 -1.06 -0.44
C 0.58 -1.36 1.06
H 0.55 2.05 -1.44
H -2.52 0.93 -0.41
H -1.29 0.48 1.42
H 1.49 0.65 1.05
H 1.67 -1.00 -1.00
H -0.14 -1.13 -1.04
H -0.25 -1.85 1.47
H 1.50 -1.65 1.66
N -1.09 1.00 -1.70
N -0.69 0.86 0.68
O 0.33 1.08 -1.50
*
```

Kohn-Sham gap? In order: 0.363 0.227 0.251 0.359 hartree.